DFT (wB97M-V/def2-TZVPD) results for 3 unconnected molecules or ions with the total composition C28H47Cl2FN2O9P2S in a non-equilibrium geometry.

Largest force on an atom (eV/A): 9.82
Highest occupied orbital energy (eV): -7.9
SMILES: C=Cc1c(C[C@H](C)F)c(COC)c(/C(Cl)=C(\C)Cl)c2nsnc12.CCOP(=O)(OCC)OCC.CCOP(=O)(OCC)OCC
Kohn-Sham gap (eV): 5.99

```
92
C28H47Cl2FN2O9P2S wB97M-V/def2-TZVPD
C -0.929 1.353 1.284
C -0.135 1.366 0.025
C 1.463 1.035 -0.129
C 2.186 -0.419 0.106
C 1.277 -1.710 0.547
C 0.357 -2.355 -0.647
C 1.030 -2.323 -2.141
F -0.991 -1.739 -0.654
C 3.822 -0.644 -0.126
C 4.489 -2.158 0.111
O 3.990 -3.083 -0.944
C 4.292 -4.433 -0.373
C 4.773 0.611 -0.605
C 6.381 0.533 -0.915
Cl 6.905 1.049 -2.656
C 7.449 0.095 0.025
C 7.080 -0.334 1.573
Cl 9.215 0.071 -0.640
C 4.050 2.104 -0.798
N 4.715 3.429 -1.193
S 3.418 4.629 -1.202
N 1.936 3.735 -0.791
C 2.435 2.321 -0.568
H -0.863 2.261 2.026
H -1.695 0.491 1.578
H -0.725 1.618 -0.979
H 0.514 -1.311 1.374
H 1.885 -2.573 1.089
H 0.210 -3.506 -0.366
H 1.738 -3.254 -2.253
H 0.136 -2.510 -2.910
H 1.509 -1.302 -2.453
H 4.109 -2.541 1.155
H 5.661 -2.148 -0.002
H 3.307 -4.942 0.048
H 4.668 -5.083 -1.301
H 5.124 -4.370 0.450
H 7.245 -1.505 1.703
H 7.913 0.180 2.257
H 5.984 -0.051 1.902
C -0.684 5.824 -4.395
C -1.799 6.826 -4.644
O -2.577 7.053 -3.480
P -1.837 7.842 -2.227
O -2.036 9.256 -2.826
O -3.155 7.967 -1.205
C -3.639 9.274 -0.879
C -4.636 9.783 -1.907
O -1.615 6.262 -1.558
C -0.410 6.121 -0.817
C -0.265 7.145 0.292
H 0.064 6.242 -3.718
H -0.175 5.562 -5.326
H -1.072 4.911 -3.932
H -1.388 7.774 -5.004
H -2.469 6.438 -5.416
H -2.799 9.971 -0.759
H -4.127 9.224 0.100
H -4.347 9.577 -2.947
H -4.795 10.860 -1.803
H -5.595 9.281 -1.776
H 0.441 6.199 -1.507
H -0.396 5.113 -0.396
H -0.264 8.168 -0.099
H 0.674 6.996 0.833
H -1.100 7.071 0.997
C -3.505 -8.299 4.894
C -3.187 -6.818 5.006
O -2.417 -6.357 3.907
P -3.167 -6.320 2.431
O -3.894 -4.977 2.687
O -1.935 -5.614 1.548
C -2.167 -4.327 0.966
C -1.853 -3.200 1.937
O -2.355 -7.821 2.146
C -3.100 -8.727 1.342
C -3.522 -8.140 0.009
H -4.190 -8.484 4.065
H -3.985 -8.668 5.805
H -2.598 -8.884 4.708
H -4.109 -6.233 5.082
H -2.603 -6.639 5.913
H -3.199 -4.259 0.596
H -1.527 -4.229 0.084
H -2.208 -3.383 2.960
H -2.278 -2.253 1.592
H -0.774 -3.079 2.029
H -3.987 -9.050 1.903
H -2.479 -9.611 1.179
H -4.156 -7.257 0.140
H -4.088 -8.873 -0.571
H -2.645 -7.826 -0.568
```


DFT (wB97M-V/def2-TZVPD) results for 4 unconnected molecules or ions with the total composition C28H47F3N4O3 in a non-equilibrium geometry.

Largest force on an atom (eV/A): 2.26
Highest occupied orbital energy (eV): -7.7
SMILES: COC[C@]1(CCCCCN)C(=O)O[C@@H](CCC(F)=C(F)F)[C@@H]1C.CCCC#N.CCCC#N.CCCC#N
Kohn-Sham gap (eV): 7.86

```
85
C28H47F3N4O3 wB97M-V/def2-TZVPD
C 3.488 -1.945 5.518
O 2.476 -2.923 5.424
C 2.430 -3.574 4.168
C 1.204 -3.148 3.330
C 1.597 -2.984 1.825
C 2.581 -1.843 1.517
C 1.979 -0.415 1.649
C 2.490 0.557 0.542
C 2.905 1.929 1.120
N 1.772 2.815 1.376
C 0.424 -1.973 3.974
O 0.790 -0.919 4.338
O -0.900 -2.264 4.134
C -1.294 -3.387 3.368
C -2.074 -3.144 2.060
C -2.723 -1.731 1.940
C -3.541 -1.307 3.133
F -2.972 -0.390 3.939
C -4.773 -1.758 3.482
F -4.998 -2.954 3.945
F -5.862 -1.046 3.425
C 0.027 -4.185 3.247
C 0.001 -5.294 4.351
H 3.146 -0.977 5.122
H 3.753 -1.786 6.567
H 4.417 -2.212 4.994
H 2.432 -4.651 4.379
H 3.348 -3.395 3.595
H 2.096 -3.926 1.558
H 0.703 -2.873 1.204
H 3.486 -1.867 2.136
H 2.932 -1.968 0.483
H 2.301 -0.006 2.613
H 0.886 -0.478 1.679
H 3.341 0.058 0.057
H 1.683 0.650 -0.197
H 3.483 1.748 2.031
H 3.514 2.434 0.362
H 1.290 3.007 0.502
H 1.079 2.367 1.969
H -1.987 -3.974 3.980
H -2.842 -3.908 1.910
H -1.388 -3.267 1.211
H -3.394 -1.769 1.078
H -1.986 -0.950 1.735
H 0.106 -4.762 2.318
H 0.359 -4.853 5.289
H 0.743 -6.045 4.055
H -0.978 -5.759 4.456
C 3.936 2.120 -2.847
C 2.768 1.579 -3.663
C 1.786 2.673 -4.094
C 1.206 3.338 -2.915
N 0.757 3.850 -1.999
H 3.597 2.572 -1.914
H 4.624 1.315 -2.587
H 4.493 2.872 -3.410
H 2.241 0.823 -3.075
H 3.154 1.081 -4.554
H 0.976 2.243 -4.685
H 2.290 3.422 -4.707
C -4.629 -0.117 -2.098
C -3.977 -0.536 -3.412
C -3.411 -1.959 -3.369
C -2.377 -2.069 -2.328
N -1.579 -2.155 -1.518
H -3.908 -0.104 -1.279
H -5.043 0.888 -2.182
H -5.441 -0.796 -1.829
H -3.179 0.169 -3.655
H -4.715 -0.474 -4.214
H -2.968 -2.220 -4.331
H -4.203 -2.680 -3.156
C -0.576 6.543 -4.016
C -1.671 6.857 -5.028
C -1.833 5.758 -6.083
C -0.584 5.584 -6.845
N 0.388 5.449 -7.428
H 0.403 6.471 -4.494
H -0.513 7.332 -3.267
H -0.775 5.602 -3.501
H -1.446 7.807 -5.516
H -2.620 6.984 -4.503
H -2.633 6.014 -6.778
H -2.088 4.809 -5.609
```